Record 1
DFT (ωB97M-V/def2-TZVPD) results for C5H6I3NO as an isolated structure at a distorted geometry.

Geometry (Å):
C  -0.7922  1.7096  -0.3009
C  -0.7581  0.9987  -1.3806
C  -0.5968  -1.4664  -0.0627
C  0.2378  -0.1261  -1.6020
C  2.9355  -0.8174  0.3013
N  -1.5560  -2.0567  0.1945
O  0.4580  -0.8798  -0.4444
I  -1.0879  -0.4002  3.6877
I  3.0107  1.2901  0.4551
I  2.5610  -1.8171  2.0903
H  -1.5592  2.3944  -0.0176
H  -0.2037  1.1961  0.5598
H  -1.3347  1.3385  -2.3066
H  1.1460  0.3511  -1.8647
H  -0.0090  -0.7212  -2.5339
H  -2.4514  -0.9937  3.2247

Results
2S+1: 1
Energy relative to the best compared isomer or geometry (same formula, charge and spin), kcal per mole: 45.7
Max |F|, eV/Å: 4.3
Kohn-Sham gap, eV: 7.383
HOMO level, eV: -8.90

Mulliken population analysis, charges in e, atoms 1 to 6: C -0.5210; C -0.0415; C 0.5550; C -0.4801; C -0.2163; N -0.4986

Record 2
DFT (ωB97M-V/def2-TZVPD) results for C5H9O3Sr as an isolated structure at a distorted geometry.

Geometry (Å):
O  0.9951  -0.2293  -0.6286
Sr  3.1282  0.9929  -1.7750
O  1.2578  1.9567  -0.7856
C  0.3986  1.0331  -0.4492
C  0.1652  -1.3906  -0.6577
C  1.0369  -2.6190  -0.7622
H  -0.4390  -1.4112  0.2606
H  -0.5171  -1.3173  -1.5186
H  1.6172  -2.7696  0.1577
H  0.4025  -3.5008  -0.9216
H  1.7299  -2.5349  -1.6104
O  -0.0411  1.1002  0.8965
C  -1.2339  1.7595  0.9993
C  -1.7841  1.9193  2.2249
H  -0.6722  1.2242  -0.9533
H  -1.4754  1.3025  3.0701
H  -2.7027  2.4965  2.3197
H  -1.8660  1.9878  0.1335

Results
2S+1: 2
Energy relative to the best compared isomer or geometry (same formula, charge and spin), kcal per mole: 0.0
Max |F|, eV/Å: 3.1
Kohn-Sham gap (alpha / beta), eV: 5.186 / 8.218
HOMO level (alpha / beta), eV: -5.12 / -8.31

Mulliken population analysis, charges in e, atoms 1 to 6: O -0.4284; Sr 0.7750; O -1.0657; C 0.8152; C -0.2374; C -1.1275

Record 3
DFT (ωB97M-V/def2-TZVPD) results for C24H25AsAuN9OS as an isolated structure.

Geometry (Å):
Au  -0.1828  -0.2356  -0.6497
N  -2.6896  0.5910  1.5364
C  -2.4117  1.4782  0.5387
N  -3.0836  2.5905  0.3171
N  -2.4769  3.1529  -0.7472
N  -1.5071  2.4292  -1.1605
N  -1.4132  1.3553  -0.3381
C  -1.9408  -0.5209  1.8279
N  -2.1044  -1.2591  2.9002
N  -1.1851  -2.2454  2.7789
N  -0.4977  -2.1115  1.7112
N  -0.9636  -1.0143  1.0610
H  -3.4107  0.8431  2.1919
S  0.9756  -2.1724  -1.0862
C  1.9646  -1.8531  -2.5133
C  2.7738  -2.9005  -2.9664
C  3.5679  -2.7331  -4.0852
C  3.5843  -1.5259  -4.7811
C  2.7950  -0.4817  -4.3390
C  1.9967  -0.6483  -3.2104
As  0.8650  0.7407  -2.5549
C  1.9949  2.2387  -2.1572
C  3.3477  2.0031  -1.9330
C  4.1765  3.0558  -1.5769
C  3.6566  4.3362  -1.4502
C  2.3082  4.5680  -1.6850
C  1.4688  3.5215  -2.0371
C  -0.3401  1.2014  -3.9655
C  -1.4642  0.4055  -4.1539
C  -2.3336  0.6905  -5.1940
C  -2.0786  1.7644  -6.0366
C  -0.9546  2.5540  -5.8441
C  -0.0781  2.2756  -4.8048
H  2.7721  -3.8431  -2.4337
H  4.1854  -3.5555  -4.4226
H  4.2087  -1.4061  -5.6557
H  2.7975  0.4664  -4.8652
H  3.7571  1.0054  -2.0293
H  5.2280  2.8730  -1.3977
H  4.3048  5.1564  -1.1696
H  1.9015  5.5659  -1.5862
H  0.4128  3.6930  -2.1909
H  -1.6670  -0.4265  -3.4890
H  -3.2138  0.0794  -5.3418
H  -2.7633  1.9896  -6.8436
H  -0.7609  3.3931  -6.4989
H  0.7934  2.8991  -4.6483
C  3.5487  -0.4072  0.7213
C  3.3881  0.9188  1.4211
O  2.0991  1.4484  1.1618
C  1.9030  2.6463  1.8998
C  0.4909  3.1476  1.7316
H  4.5556  -0.7937  0.8875
H  3.3998  -0.3048  -0.3553
H  2.8304  -1.1354  1.0957
H  4.1489  1.6383  1.0849
H  3.5150  0.7905  2.5037
H  2.6271  3.3995  1.5580
H  2.1081  2.4505  2.9602
H  0.2643  3.3595  0.6877
H  0.3593  4.0665  2.3049
H  -0.2227  2.4126  2.1052

Results
2S+1: 1
Energy relative to the best compared isomer or geometry (same formula, charge and spin), kcal per mole: 0.0
Max |F|, eV/Å: 0.3
Kohn-Sham gap, eV: 7.292
HOMO level, eV: -8.45

Mulliken population analysis, charges in e, atoms 1 to 6: Au 1.0529; N -0.1187; C 0.4577; N -0.5208; N -0.7930; N -0.2178

Record 4
DFT (ωB97M-V/def2-TZVPD) results for C17H19N3O6 as an isolated structure at a distorted geometry.

Geometry (Å):
C  -4.4165  -2.3618  1.7415
C  -4.5606  -1.3674  0.5678
C  -5.4239  -1.5425  -0.5002
C  -5.7232  -0.7348  -1.5074
C  -5.0863  0.3268  -1.6100
C  -4.2891  0.7051  -0.3618
C  -4.1336  -0.2668  0.7637
H  -3.3911  0.0796  1.2948
O  -3.6772  2.0409  -0.5686
C  -2.6811  2.3161  0.5295
C  -1.5494  1.6611  0.6496
O  -0.9373  1.4380  1.5307
O  -1.2296  0.6561  -0.6289
C  -0.0402  0.1597  -0.5218
C  1.1341  0.9811  -0.6271
O  0.8812  2.1786  -0.4009
C  2.4927  0.2362  -0.3343
C  3.5387  1.1730  -0.1042
N  3.5527  2.6559  -0.2359
H  4.1784  3.2078  0.1797
H  2.4319  2.8740  -0.3666
N  4.6932  0.7779  0.1475
C  5.0353  -0.5816  0.0143
O  6.0881  -1.0975  0.2925
N  3.9486  -1.3082  -0.5128
C  2.7165  -1.0094  -0.4627
O  1.7668  -2.0338  -0.6605
C  4.2424  -2.7478  -0.3517
H  4.8502  -3.1632  -0.9923
H  3.2931  -3.4418  -0.4554
H  4.6208  -3.1340  0.5843
C  5.9365  1.5038  0.0915
H  5.8852  2.1429  1.1595
H  6.1067  2.0697  -0.6515
H  6.7946  0.8010  0.3214
H  0.0145  -0.4305  0.3147
H  -0.0524  -0.4804  -1.6667
H  -3.2000  2.4216  1.7934
H  -2.3846  3.4110  0.2996
H  -5.3650  1.3685  -2.1378
H  -6.3773  -0.9989  -2.1313
H  -6.2461  -2.5044  -0.2614
H  -3.6363  -2.9412  1.4912
H  -4.4213  -2.0137  2.6507
H  -5.3800  -3.0268  1.6340

Results
2S+1: 1
Energy relative to the best compared isomer or geometry (same formula, charge and spin), kcal per mole: 369.7
Max |F|, eV/Å: 16.4
Kohn-Sham gap, eV: 8.281
HOMO level, eV: -7.98

Mulliken population analysis, charges in e, atoms 1 to 6: C -1.6397; C 0.6782; C -0.3225; C -0.7175; C -0.7851; C 0.7019